No. 1
{"formula": "C2H4F4N2", "method": "ωB97M-V with the def2-TZVPD basis set", "smiles": "[H]/N=C(\\F)C(F)(F)F.N", "multiplicity": 1, "relative_energy_kj_mol": 83.75, "homo_ha": -0.3790, "mol_weight_g_mol": 132.06, "gap_ha": 0.408, "species": ["F", "F", "F", "F", "N", "N", "C", "C", "H", "H", "H", "H"], "coordinates": [[-0.562, -1.222, 1.595], [0.856, 0.912, 1.328], [-0.414, 1.703, -0.113], [-1.028, 1.675, 1.947], [1.950, -0.430, -1.333], [-1.923, -0.530, -0.146], [-0.392, 0.988, 1.016], [-1.062, -0.326, 0.713], [-2.294, -1.499, -0.250], [1.587, -1.348, -1.371], [1.101, 0.180, -1.097], [2.182, -0.103, -2.289]], "forces_ev_per_a": [[-0.269, -0.329, -0.182], [1.763, -0.852, 1.081], [-0.471, 0.652, -0.673], [-0.533, 0.098, 0.704], [-1.251, 2.919, -0.148], [-0.257, -0.531, -0.422], [-0.919, 1.236, -1.737], [0.085, -1.192, 0.911], [0.550, 0.953, 0.459], [-0.286, -1.205, -0.348], [1.684, -1.104, -0.367], [-0.096, -0.646, 0.724]]}

---

No. 2
{"formula": "C2H4FN", "method": "ωB97M-V with the def2-TZVPD basis set", "smiles": "[H]/N=C(/C)F", "multiplicity": 1, "relative_energy_kj_mol": 16.41, "homo_ha": -0.4076, "mol_weight_g_mol": 61.06, "gap_ha": 0.445, "species": ["F", "N", "C", "C", "H", "H", "H", "H"], "coordinates": [[0.212, 0.357, 1.694], [-0.831, 1.273, -0.197], [0.301, -0.816, -0.426], [-0.200, 0.380, 0.367], [0.247, -0.573, -1.559], [-0.096, -1.675, 0.008], [-1.106, 2.070, 0.395], [1.473, -1.015, -0.282]], "forces_ev_per_a": [[-0.647, 0.173, -1.040], [-0.895, 1.551, 0.470], [3.774, 1.883, -1.115], [1.767, -1.348, -0.278], [-0.663, -0.908, 2.138], [-1.171, -1.711, -0.108], [0.196, -0.508, -0.132], [-2.360, 0.868, 0.065]]}

---

No. 3
{"formula": "C2H4FN", "method": "ωB97M-V with the def2-TZVPD basis set", "multiplicity": 1, "relative_energy_kj_mol": 215.01, "homo_ha": -0.3882, "mol_weight_g_mol": 61.06, "gap_ha": 0.408, "species": ["F", "N", "C", "C", "H", "H", "H", "H"], "coordinates": [[1.674, -0.646, -0.626], [1.055, 1.240, 0.602], [0.799, 0.146, 0.052], [-0.524, -0.450, 0.145], [2.526, 1.643, 0.533], [-1.372, 0.233, 0.419], [-0.464, -1.132, 0.986], [-0.558, -0.839, -0.841]], "forces_ev_per_a": [[-0.158, 0.347, 0.298], [5.020, 1.637, -0.083], [1.418, 1.573, 0.826], [-0.961, 0.656, 0.781], [-4.999, -1.762, -0.120], [1.152, -0.310, -0.668], [-0.161, -0.860, -0.398], [-1.311, -1.281, -0.637]]}

---

No. 4
{"formula": "C2H4FNO", "method": "ωB97M-V with the def2-TZVPD basis set", "multiplicity": 1, "relative_energy_kj_mol": 332.64, "homo_ha": [-0.2849, -0.2936], "mol_weight_g_mol": 77.06, "gap_ha": [0.306, 0.309], "species": ["F", "O", "N", "C", "C", "H", "H", "H", "H"], "coordinates": [[-1.600, 0.861, 0.804], [1.196, -1.594, -1.047], [1.329, 0.172, 0.538], [-1.506, 0.153, -0.351], [0.864, -0.657, -0.355], [-1.552, 0.737, -1.183], [-1.933, -0.818, -0.159], [0.873, 0.997, 0.889], [2.328, 0.150, 0.863]], "forces_ev_per_a": [[0.107, 0.667, 0.209], [0.021, 1.996, 1.867], [3.080, 0.455, 1.387], [2.900, -2.698, 2.837], [-3.380, -0.892, -2.190], [-0.476, 1.272, -2.287], [-0.289, -0.053, -0.791], [-0.845, -0.358, -0.374], [-1.118, -0.388, -0.658]]}